# C3BrClO

A 2-piece molecular cluster, C3BrClO overall in a non-equilibrium geometry (ωB97M-V/def2-TZVPD, the Open Molecules 2025 dataset).

```
6
Properties=species:S:1:pos:R:3:mulliken_charge:R:1
C 0.24312 0.17487 0.90819 -0.590
C 0.86741 -0.91342 -0.85203 0.067
C -0.81331 0.53718 0.33542 1.017
O -1.67461 0.63037 -0.50896 -0.543
Cl -0.14799 -0.74346 -2.10292 0.099
Br 1.52538 0.31445 2.22031 -0.051
```

Calculated values
F_max = 3.9 eV Å⁻¹
E_tot = -3223.52849 a.u.
energy relative to the best compared isomer or geometry (same formula, charge and spin) = 67.18 kcal per mole
HOMO energy (spin up / spin down) = -0.3305 / -0.3305 Ha
E_LUMO (spin up / spin down) = -1.5 / -1.5 eV

=====

# C3ClF2NO

A 2-piece molecular cluster, C3ClF2NO overall in a non-equilibrium geometry (ωB97M-V/def2-TZVPD, the Open Molecules 2025 dataset).

```
8
Properties=species:S:1:pos:R:3:mulliken_charge:R:1
C -1.01824 0.50118 0.77577 0.145
C 0.27615 0.68591 1.13535 0.624
C 0.67718 -0.73300 -1.17764 0.293
N -2.13406 0.55851 0.44406 -0.314
O 1.32621 1.02343 1.44086 -0.255
F -0.25207 -1.60007 -0.90465 -0.172
F 0.45463 -0.21501 -2.38301 -0.197
Cl 2.29284 -1.35935 -0.87874 -0.125
```

Calculated values
F_max = 3.5 eV Å⁻¹
E_tot = -904.05246 a.u.
energy relative to the best compared isomer or geometry (same formula, charge and spin) = 90.29 kcal per mole
HOMO energy (spin up / spin down) = -0.2938 / -0.2939 Ha
E_LUMO (spin up / spin down) = -1.7 / -1.7 eV

=====

# C3ClF3

A single C3ClF3 molecule in a non-equilibrium geometry (ωB97M-V/def2-TZVPD, the Open Molecules 2025 dataset).

```
7
Properties=species:S:1:pos:R:3:mulliken_charge:R:1
C -0.75818 1.36392 0.12809 -0.299
C 0.27460 -0.71710 -0.18510 0.359
C -0.02361 0.32576 0.63007 0.492
F -1.57610 1.06349 -0.86335 -0.117
F -0.55554 -1.28817 -1.07140 -0.148
F 0.72675 0.60628 1.67103 -0.190
Cl 1.91208 -1.35419 -0.30934 -0.097
```

Calculated values
F_max = 2.6 eV Å⁻¹
E_tot = -873.94364 a.u.
energy relative to the best compared isomer or geometry (same formula, charge and spin) = 37.20 kcal per mole
HOMO energy (spin up / spin down) = -0.3484 / -0.3484 Ha
E_LUMO (spin up / spin down) = -1.4 / -1.4 eV

=====

# C3ClO2

An isolated ion of composition C3ClO2 and charge -1 in a non-equilibrium geometry (ωB97M-V/def2-TZVPD, the Open Molecules 2025 dataset).

```
6
Properties=species:S:1:pos:R:3:mulliken_charge:R:1
O -0.63108 -1.94349 -0.03801 -0.727
C -0.25897 -0.78265 0.05887 0.504
C -0.73807 0.60727 0.08112 0.512
O -1.56979 1.49176 -0.04590 -0.663
C 0.71065 0.15539 -0.06249 -0.336
Cl 2.48725 0.47172 0.00641 -0.290
```

Calculated values
F_max = 3.2 eV Å⁻¹
structure (SMILES) = O=c1c([O-])c1Cl
E_tot = -724.97837 a.u.
energy relative to the best compared isomer or geometry (same formula, charge and spin) = 33.13 kcal per mole
HOMO energy = -0.1395 Ha
E_LUMO = 3.6 eV
total charge = -1